[1]
ORCA calculation (ωB97M-V/def2-TZVPD) on a single C21H28N4O4S molecule.

* Kohn-Sham gap: 8.845 eV
* molecular weight: 432.546 g/mol
* energy: -1735.19814 hartree
* charge: 0
* SMILES: COc1cccc(CN2CCNC(=O)[C@H]2CC(=O)N(C)Cc2nc(C)cs2)c1OC
* energy above the lowest of the compared OMol25 structures with the same formula, charge and spin: 2.719 eV
* strongest force on any atom: 0.85 eV/Å
* highest occupied orbital energy: -8.29 eV

Positions of all 58 atoms, in Å:
C: 5.7672 2.2988 -2.9429
O: 4.9992 1.3018 -2.3175
C: 3.7470 1.6271 -1.8574
C: 3.2204 2.9098 -1.9216
C: 1.9713 3.1941 -1.3951
C: 1.2277 2.1951 -0.8056
C: 1.7207 0.8984 -0.7532
C: 0.8822 -0.1655 -0.0984
N: 0.7608 0.1045 1.3265
C: 2.0100 0.1354 2.0476
C: 2.5992 -1.2669 2.2263
N: 1.5925 -2.1067 2.8370
C: 0.2687 -1.8910 2.8032
O: -0.5142 -2.6239 3.3865
C: -0.2401 -0.6874 2.0073
C: -1.0742 0.2191 2.9505
C: -2.2510 0.7991 2.1953
O: -2.2468 1.9434 1.7800
N: -3.2982 -0.0323 1.9641
C: -3.4783 -1.3721 2.4761
C: -4.4035 0.4698 1.1750
C: -4.4384 -0.1534 -0.1761
N: -5.4979 -0.4548 -0.8301
C: -5.2277 -0.9947 -2.0508
C: -6.3520 -1.3949 -2.9410
C: -3.9008 -1.1151 -2.3237
S: -2.9442 -0.5254 -1.0179
C: 2.9818 0.5991 -1.2737
O: 3.4083 -0.6992 -1.1244
C: 4.2206 -1.2838 -2.1203
H: 5.2671 2.6971 -3.8316
H: 6.0007 3.1191 -2.2566
H: 6.6925 1.8078 -3.2418
H: 3.7916 3.7061 -2.3708
H: 1.5907 4.2023 -1.4477
H: 0.2602 2.3986 -0.3751
H: 1.2995 -1.1596 -0.3142
H: -0.1268 -0.1137 -0.5173
H: 1.8197 0.5729 3.0322
H: 2.7133 0.7726 1.5116
H: 2.9013 -1.6671 1.2511
H: 3.4797 -1.2358 2.8731
H: 1.8923 -2.9309 3.3396
H: -0.9167 -1.1076 1.2540
H: -1.4021 -0.3393 3.8262
H: -0.4511 1.0549 3.2675
H: -4.1899 -1.3633 3.3078
H: -2.5479 -1.8184 2.8156
H: -3.8892 -2.0014 1.6842
H: -4.2533 1.5521 1.0726
H: -5.3580 0.2852 1.6778
H: -6.9792 -2.1276 -2.4367
H: -5.9725 -1.8190 -3.8662
H: -6.9688 -0.5270 -3.1671
H: -3.4322 -1.5114 -3.2013
H: 3.8734 -1.0237 -3.1229
H: 5.2666 -0.9900 -2.0141
H: 4.1287 -2.3612 -1.9756

***

[2]
ORCA calculation (ωB97M-V/def2-TZVPD) on a molecular structure, C21H26N4OS3Sc.

* Kohn-Sham gap: 7.471 eV
* molecular weight: 491.623 g/mol
* energy: -3065.28535 hartree
* charge: +1
* energy above the lowest of the compared OMol25 structures with the same formula, charge and spin: 0.096 eV
* strongest force on any atom: 0.27 eV/Å
* highest occupied orbital energy: -10.87 eV

Positions of all 56 atoms, in Å:
Sc: -0.1308 1.5153 1.1538
C: -0.8619 -1.2108 -2.3200
C: -0.2575 -0.5980 -1.0945
N: -0.9066 0.3339 -0.4590
N: -2.1639 0.6330 -0.9783
C: -2.6389 1.7781 -0.6282
S: -1.8966 3.0285 0.3725
S: -4.2099 2.2765 -1.1889
C: -4.7140 0.8694 -2.2106
C: -4.2757 0.9153 -3.6558
C: -3.0771 1.4981 -4.0554
C: -2.6885 1.4693 -5.3866
C: -3.4943 0.8578 -6.3368
C: -4.6954 0.2846 -5.9489
C: -5.0835 0.3169 -4.6169
C: 1.0692 -1.0531 -0.6433
C: 1.4962 -2.3441 -0.9941
C: 2.7445 -2.8184 -0.6537
C: 3.6355 -1.9813 0.0125
C: 3.2485 -0.7083 0.3775
C: 1.9616 -0.2450 0.0970
O: 1.6002 0.9604 0.5498
H: -1.2801 -0.4248 -2.9470
H: -0.1376 -1.7820 -2.8887
H: -1.7053 -1.8479 -2.0435
H: -4.3370 -0.0260 -1.7167
H: -5.8018 0.8459 -2.1456
H: -2.4525 1.9983 -3.3259
H: -1.7590 1.9368 -5.6854
H: -3.1936 0.8416 -7.3760
H: -5.3389 -0.1802 -6.6842
H: -6.0285 -0.1255 -4.3232
H: 0.8243 -2.9970 -1.5333
H: 3.0351 -3.8221 -0.9303
H: 4.6373 -2.3249 0.2366
H: 3.9328 -0.0308 0.8705
C: 3.8132 1.0862 3.7715
N: 2.3994 1.2580 4.1022
C: 2.0689 2.5898 4.6058
C: 1.4658 0.3595 3.7858
S: -0.1963 0.8605 3.5897
N: 1.7865 -0.9328 3.6878
C: 2.8387 -1.5421 4.5055
C: 0.9023 -1.8990 3.0378
H: 4.1469 1.9870 3.2560
H: 3.9443 0.2406 3.1064
H: 4.4242 0.9519 4.6644
H: 2.8411 2.8820 5.3158
H: 1.1077 2.5835 5.1069
H: 2.0527 3.3189 3.7931
H: 3.1670 -0.8518 5.2759
H: 3.6919 -1.8572 3.9043
H: 2.4150 -2.4202 4.9918
H: 0.4566 -1.4730 2.1445
H: 0.1115 -2.2274 3.7139
H: 1.5067 -2.7541 2.7418

***

[3]
ORCA calculation (ωB97M-V/def2-TZVPD) on a molecular structure, C19H33IrN5O2PS2.

* Kohn-Sham gap: 6.148 eV
* molecular weight: 650.831 g/mol
* energy: -2409.69840 hartree
* charge: +2
* energy above the lowest of the compared OMol25 structures with the same formula, charge and spin: 1.597 eV
* strongest force on any atom: 3.22 eV/Å
* highest occupied orbital energy: -13.14 eV

Positions of all 63 atoms, in Å:
Ir: -1.0271 0.5648 -0.3802
C: -2.4939 -3.2141 0.9466
C: -1.8559 -1.8890 0.7226
N: -2.0585 -1.1555 -0.3185
C: -2.9589 -1.4303 -1.4280
C: -2.4084 -0.7412 -2.6791
N: -1.6836 0.5549 -2.4041
C: -2.4169 1.7714 -2.8083
C: -3.4177 2.1343 -1.7259
N: -2.7079 2.3017 -0.4405
C: -2.0408 3.6314 -0.2933
C: -0.5087 3.5281 -0.2166
N: -0.2486 2.2802 0.4650
C: 0.2493 2.1605 1.6447
C: 0.7813 3.2945 2.4571
C: 0.1565 0.7810 2.2069
C: 0.6959 0.2568 3.3705
C: 0.4026 -1.0647 3.6939
C: -0.4362 -1.8329 2.8931
C: -0.9495 -1.2700 1.7336
N: -0.6102 -0.0019 1.4375
H: -3.5361 -3.2078 0.6302
H: -2.4597 -3.5097 1.9917
H: -1.9627 -3.9665 0.3565
H: -3.9443 -1.0415 -1.1559
H: -3.0605 -2.4991 -1.6169
H: -3.2183 -0.5628 -3.3869
H: -1.6841 -1.4006 -3.1535
H: -0.8279 0.4930 -2.9550
H: -2.9186 1.6241 -3.7664
H: -1.6836 2.5693 -2.9373
H: -4.1647 1.3485 -1.6063
H: -3.9458 3.0473 -2.0113
H: -3.3528 2.1665 0.3279
H: -2.4220 4.1072 0.6094
H: -2.3130 4.2685 -1.1353
H: -0.0883 4.3962 0.2899
H: -0.0559 3.4592 -1.2061
H: 1.6114 3.7756 1.9383
H: 1.1313 2.9593 3.4285
H: 0.0082 4.0461 2.6247
H: 1.3329 0.8494 4.0108
H: 0.8298 -1.5006 4.5867
H: -0.6743 -2.8509 3.1670
C: 3.7550 -2.2188 2.3259
C: 2.7126 -2.9385 1.5090
O: 2.9781 -2.7341 0.0912
P: 1.9822 -2.0254 -0.8896
S: 1.0842 0.1809 -1.1247
S: 0.4173 -3.0249 -1.4099
O: 2.9438 -1.7266 -2.0932
C: 4.1985 -0.9938 -1.9140
C: 4.2605 0.1198 -2.9264
H: 3.6032 -2.4291 3.3849
H: 3.7001 -1.1393 2.1740
H: 4.7534 -2.5555 2.0520
H: 1.7020 -2.5945 1.7386
H: 2.7433 -4.0153 1.6623
H: 4.9965 -1.7201 -2.0548
H: 4.2573 -0.6160 -0.8908
H: 4.1877 -0.2792 -3.9368
H: 5.2100 0.6465 -2.8321
H: 3.4506 0.8329 -2.7732

***

[4]
ORCA calculation (ωB97M-V/def2-TZVPD) on 2 unconnected molecules or ions with the total composition C5H13N3O2.

* Kohn-Sham gap: 10.715 eV
* molecular weight: 147.178 g/mol
* energy: -512.87061 hartree
* charge: 0
* SMILES: C=NC(C)(C)C.O/N=N\O
* energy above the lowest of the compared OMol25 structures with the same formula, charge and spin: 6.114 eV
* strongest force on any atom: 6.41 eV/Å
* highest occupied orbital energy: -9.95 eV

Positions of all 23 atoms, in Å:
C: -0.1984 -1.7739 -0.1053
N: -0.0865 -0.5222 -0.1007
C: 1.2485 0.0809 -0.0397
C: 1.4086 0.9175 -1.4017
C: 1.1057 1.1026 1.1116
C: 2.4083 -0.8592 0.2227
H: -1.2940 -2.0430 -0.3340
H: 0.5287 -2.4308 0.0760
H: 1.1796 1.9755 -1.3796
H: 2.4117 0.7642 -1.8714
H: 0.7282 0.4446 -2.0852
H: 1.4368 0.4369 1.9491
H: 0.0780 1.1836 1.3399
H: 1.6621 2.0840 1.0707
H: 2.2310 -1.8038 -0.3512
H: 3.3239 -0.4349 0.0137
H: 2.4401 -1.2421 1.2682
O: -2.4119 0.6507 0.4827
N: -3.1184 -0.5082 0.1909
N: -4.2944 -0.5022 -0.0861
O: -4.9895 0.6205 -0.2198
H: -1.4809 0.5419 0.3302
H: -4.3172 1.3173 -0.0809

***

[5]
ORCA calculation (ωB97M-V/def2-TZVPD) on a molecular structure, C54H68CsN5O5PS3Sb.

* Kohn-Sham gap: 2.948 eV
* molecular weight: 1249.008 g/mol
* energy: -4544.75967 hartree
* charge: -2
* energy above the lowest of the compared OMol25 structures with the same formula, charge and spin: 0.000 eV
* strongest force on any atom: 1.19 eV/Å
* highest occupied orbital energy: 0.43 eV

Positions of all 138 atoms, in Å:
Cs: -0.7354 -0.2482 0.0043
N: 0.1571 3.2669 2.5584
N: -1.1427 2.7599 2.5231
C: -1.4021 1.3778 2.5870
O: -2.6071 1.0609 2.6836
O: -0.4236 0.5979 2.4703
H: 0.3696 3.6879 3.4561
H: 0.2781 3.9534 1.8247
H: -1.9245 3.3448 2.7724
O: -0.3818 0.7554 -2.3557
S: -0.4738 2.2361 -2.5454
C: 1.8727 2.0200 -4.0918
C: 1.8428 1.0272 -5.2231
C: 1.2697 -0.3358 -4.7956
C: 2.2328 -1.1098 -3.9117
S: 1.5778 -2.5524 -2.9643
O: 0.9146 -2.0591 -1.7354
C: 0.2429 -2.9656 -4.1020
C: 0.4868 -3.7021 -5.2507
C: -0.5530 -3.9431 -6.1365
C: -1.8246 -3.4515 -5.8673
C: -2.0608 -2.7289 -4.7046
C: -1.0248 -2.4887 -3.8148
C: -0.9666 2.4265 -4.2861
C: -0.7433 3.6212 -4.9657
C: -1.2128 3.7881 -6.2566
C: -1.9188 2.7640 -6.8878
C: -2.1517 1.5785 -6.2033
C: -1.6922 1.4144 -4.9038
H: 2.5301 1.7305 -3.2576
H: 2.1308 3.0424 -4.4006
H: 2.8065 0.8137 -5.7513
H: 1.1723 1.4047 -6.0094
H: 1.0358 -0.9396 -5.6805
H: 0.3558 -0.1577 -4.2334
H: 2.6451 -0.4704 -3.1272
H: 3.0688 -1.5248 -4.4868
H: 1.4856 -4.0723 -5.4550
H: -0.3699 -4.5090 -7.0421
H: -2.6325 -3.6297 -6.5666
H: -3.0486 -2.3358 -4.4973
H: -1.1661 -1.9257 -2.8991
H: -0.1622 4.3999 -4.4881
H: -1.0237 4.7201 -6.7784
H: -2.2786 2.8931 -7.9023
H: -2.6998 0.7735 -6.6826
H: -1.8706 0.5043 -4.3421
C: 5.1462 0.3568 1.1561
Sb: 3.0874 0.9376 1.5064
C: 2.9607 2.2939 -0.1454
C: 3.5958 2.4365 2.9842
H: 5.7450 1.2056 0.8201
H: 5.1825 -0.4266 0.3992
H: 5.5755 -0.0351 2.0803
H: 3.5463 3.1934 0.0535
H: 1.9244 2.5719 -0.3376
H: 3.3434 1.8180 -1.0485
H: 4.6529 2.6996 2.9068
H: 3.3821 2.0885 3.9944
H: 2.9935 3.3226 2.7874
C: 4.1148 -3.4536 4.1582
N: 2.8715 -2.8867 3.7040
C: 2.1627 -1.8499 4.3032
C: 1.0544 -1.6462 3.5701
N: 1.0885 -2.5656 2.5393
C: 2.1986 -3.3415 2.6129
S: 2.6574 -4.6528 1.6704
H: 4.4956 -2.8480 4.9787
H: 4.8357 -3.4673 3.3417
H: 3.9670 -4.4821 4.4921
H: 2.5454 -1.3225 5.1582
H: 0.3033 -0.8691 3.5804
H: 0.3851 -2.6073 1.8067
O: -1.6174 -2.5610 1.2835
P: -2.4891 -3.4924 2.0446
C: -4.2135 -3.2626 1.5551
C: -5.2669 -3.9598 2.1444
C: -6.5687 -3.7301 1.7340
C: -6.8328 -2.7944 0.7393
C: -5.7892 -2.0845 0.1652
C: -4.4835 -2.3165 0.5720
C: -2.4056 -3.1480 3.8109
C: -2.3293 -4.1223 4.8016
C: -2.2508 -3.7480 6.1341
C: -2.2535 -2.4015 6.4785
C: -2.3372 -1.4305 5.4884
C: -2.4107 -1.7944 4.1526
C: -2.0844 -5.2364 1.7973
C: -0.8098 -5.6577 2.1689
C: -0.3868 -6.9464 1.8817
C: -1.2371 -7.8250 1.2274
C: -2.5064 -7.4090 0.8452
C: -2.9268 -6.1169 1.1204
H: -5.0642 -4.6788 2.9313
H: -7.3842 -4.2748 2.1944
H: -7.8520 -2.6131 0.4228
H: -5.9804 -1.3379 -0.5945
H: -3.6676 -1.7524 0.1398
H: -2.3160 -5.1712 4.5284
H: -2.1784 -4.5064 6.9043
H: -2.1845 -2.1114 7.5200
H: -2.3359 -0.3772 5.7389
H: -2.4547 -1.0075 3.3979
H: -0.1185 -4.9774 2.6512
H: 0.6226 -7.2338 2.1451
H: -0.9031 -8.8286 0.9944
H: -3.1651 -8.0838 0.3128
H: -3.9050 -5.7899 0.7931
C: -4.4471 1.0934 -2.5815
C: -4.7245 2.2388 -1.6017
C: -4.4612 1.8059 -0.1599
C: -4.0308 3.5493 -1.9436
C: -4.8399 4.6422 -2.1981
C: -4.3105 5.8993 -2.4679
C: -2.9377 6.0444 -2.4186
C: -2.0734 4.9813 -2.1596
C: -0.6136 5.2974 -1.8711
C: -0.0530 6.5209 -2.5906
C: -0.4626 5.4466 -0.3516
C: -2.5978 3.6681 -1.9758
N: -1.9259 2.4789 -1.7761
H: -5.1187 0.2512 -2.3664
H: -3.4136 0.7628 -2.4986
H: -4.6189 1.4080 -3.6140
H: -5.7981 2.4579 -1.6751
H: -3.4061 1.6016 0.0082
H: -5.0318 0.9056 0.0907
H: -4.7517 2.5880 0.5453
H: -5.9178 4.5009 -2.1909
H: -4.9537 6.7427 -2.6914
H: -2.5146 7.0293 -2.5792
H: 0.0111 4.4548 -2.1634
H: -0.5456 7.4482 -2.2857
H: -0.1540 6.4316 -3.6742
H: 1.0081 6.6267 -2.3516
H: -1.0621 6.2886 0.0083
H: 0.5828 5.6204 -0.0723
H: -0.8316 4.5419 0.1376

***

[6]
ORCA calculation (ωB97M-V/def2-TZVPD) on a molecular structure, C30H82N7O8Pd.

* Kohn-Sham gap (spin up / spin down): 8.655 / 6.363 eV
* molecular weight: 775.447 g/mol
* 2S+1: 3
* energy: -2304.86402 hartree
* charge: +1
* energy above the lowest of the compared OMol25 structures with the same formula, charge and spin: 1.554 eV
* strongest force on any atom: 2.78 eV/Å
* highest occupied orbital energy (spin up / spin down): -10.75 / -10.75 eV

Positions of all 128 atoms, in Å:
Pd: 16.3085 -18.1350 -14.0640
C: 15.4264 -15.7226 -18.0098
C: 15.0784 -15.6981 -16.5216
O: 15.7954 -16.6162 -15.7717
H: 16.4872 -15.9697 -18.0918
H: 15.1614 -14.7730 -18.4808
H: 14.8885 -16.4484 -18.6267
H: 13.9833 -15.7603 -16.4226
H: 15.2774 -14.7238 -16.0495
C: 18.1262 -12.5968 -15.4203
C: 19.0091 -13.6824 -16.0200
C: 20.4931 -13.4034 -15.7328
O: 21.0364 -12.1501 -16.0865
C: 20.9909 -11.9214 -17.5011
N: 18.6623 -15.0365 -15.5282
H: 18.3663 -11.5901 -15.7507
H: 18.2159 -12.6047 -14.3285
H: 17.0687 -12.8351 -15.5637
H: 18.9497 -13.6602 -17.1174
H: 21.0803 -14.1892 -16.2283
H: 20.6364 -13.4827 -14.6508
H: 20.0752 -11.3889 -17.7637
H: 21.0607 -12.8234 -18.1134
H: 21.8631 -11.2932 -17.6734
H: 17.6773 -15.1104 -15.7826
H: 19.0791 -15.6782 -16.2230
C: 16.1917 -20.4943 -18.2807
C: 15.3722 -20.0677 -19.4980
C: 15.9590 -20.5149 -20.8491
O: 17.1094 -19.7570 -21.1924
C: 18.0695 -20.5899 -21.8448
N: 13.9868 -20.5241 -19.3855
H: 16.4419 -21.5477 -18.1688
H: 15.7311 -20.1567 -17.3485
H: 17.0960 -19.8796 -18.3206
H: 15.3155 -18.9705 -19.5525
H: 15.1732 -20.3889 -21.5968
H: 16.1327 -21.5898 -20.7362
H: 18.7555 -19.9030 -22.3430
H: 17.6927 -21.2318 -22.6448
H: 18.5555 -21.1824 -21.0669
H: 13.7182 -20.3797 -18.4152
H: 13.4222 -19.8430 -19.9064
C: 11.3153 -16.7634 -19.0064
C: 11.7295 -18.1290 -19.5541
C: 10.6452 -18.9097 -20.2907
O: 9.4950 -19.2615 -19.5452
C: 9.8067 -20.2001 -18.5327
N: 12.9004 -17.9766 -20.4505
H: 10.6524 -16.9287 -18.1476
H: 10.6924 -16.1997 -19.7042
H: 12.1558 -16.1771 -18.6391
H: 11.9348 -18.7467 -18.6700
H: 10.9749 -19.8301 -20.7827
H: 10.3271 -18.1931 -21.0598
H: 10.1851 -19.7996 -17.5886
H: 10.5308 -20.9404 -18.8962
H: 8.8993 -20.7712 -18.3347
H: 12.5769 -17.7410 -21.3907
H: 13.4291 -17.1586 -20.1813
C: 16.8417 -14.6719 -12.6186
C: 17.1530 -16.0435 -12.0114
C: 15.9072 -16.8252 -11.5252
O: 15.0041 -17.0896 -12.6031
C: 13.8338 -16.3015 -12.4725
N: 17.8327 -16.7914 -13.1567
H: 16.3138 -14.0590 -11.8815
H: 16.2721 -14.7265 -13.5477
H: 17.7308 -14.1136 -12.9156
H: 17.8713 -15.9787 -11.1918
H: 15.5070 -16.0987 -10.8133
H: 16.1938 -17.7400 -11.0088
H: 13.1788 -16.4036 -11.6054
H: 13.1718 -16.6412 -13.2778
H: 13.9891 -15.2490 -12.7150
H: 18.3939 -16.1010 -13.6608
H: 18.5541 -17.2890 -12.6276
C: 19.6575 -20.0942 -15.2185
C: 19.2969 -18.6943 -15.6957
C: 20.1200 -18.2840 -16.9159
O: 19.8301 -16.9667 -17.3125
C: 20.0321 -16.7547 -18.7109
N: 17.8497 -18.5182 -15.9210
H: 18.8304 -20.8113 -15.2065
H: 19.9776 -20.1748 -14.1773
H: 20.4528 -20.5283 -15.8289
H: 19.6003 -18.0493 -14.8630
H: 19.9532 -19.0902 -17.6463
H: 21.1973 -18.2807 -16.6981
H: 21.0879 -16.6104 -18.9548
H: 19.4723 -15.8794 -19.0340
H: 19.6918 -17.6344 -19.2602
H: 17.6828 -17.5327 -16.0997
H: 17.6770 -19.0828 -16.7468
C: 12.8788 -18.2485 -15.8529
C: 13.0759 -19.3163 -14.7900
C: 12.5732 -20.7002 -15.2357
O: 13.4202 -21.2080 -16.2332
C: 12.9750 -22.4000 -16.8179
N: 14.5750 -19.4413 -14.5964
H: 12.9319 -17.2633 -15.3825
H: 11.8126 -18.2387 -16.1218
H: 13.4816 -18.2770 -16.7557
H: 12.6426 -18.9995 -13.8439
H: 11.4876 -20.7026 -15.4103
H: 12.5560 -21.4382 -14.4125
H: 11.9626 -22.3624 -17.2322
H: 13.0620 -23.2827 -16.1737
H: 13.6001 -22.6156 -17.6866
H: 14.8685 -20.0600 -15.3547
H: 14.6039 -20.1136 -13.8206
C: 12.8192 -13.9515 -22.8277
C: 13.6432 -15.2358 -22.9952
C: 14.8269 -15.5186 -22.0951
O: 15.7325 -14.4443 -22.0960
C: 17.0161 -14.7779 -21.6223
N: 12.7996 -16.4613 -23.0558
H: 11.9993 -13.9061 -23.5417
H: 13.4861 -13.0961 -22.8693
H: 12.3202 -14.0376 -21.8538
H: 14.0070 -15.1026 -24.0271
H: 15.3277 -16.4376 -22.4203
H: 14.4557 -15.6720 -21.0739
H: 16.9677 -15.1084 -20.5757
H: 17.6568 -13.8996 -21.5684
H: 17.4417 -15.5501 -22.2652
H: 12.0428 -16.3470 -23.7196
H: 13.4758 -17.0900 -23.4864

***

Q: Which formula does entry 6 have?
A: C30H82N7O8Pd